No. 1
A cluster of 2 separate species, C5H10BF2O4PS in total. Source: the OMol25 dataset; level of theory: the ωB97M-V functional and the def2-TZVPD basis.

```
24
Properties=species:S:1:pos:R:3:lowdin_charge:R:1
C 0.702 -0.547 -1.768 -0.14
C 0.136 0.838 -1.429 -0.54
S -1.268 1.367 -2.442 0.84
C -2.277 -0.096 -2.152 -0.70
P -2.797 -0.196 -0.406 1.05
H 0.359 -1.297 -1.053 0.07
H 0.474 -0.853 -2.791 0.07
H 1.784 -0.520 -1.651 0.08
H -0.157 0.905 -0.384 0.02
H 0.903 1.601 -1.564 0.09
H -1.750 -1.025 -2.379 0.05
H -3.165 -0.049 -2.782 0.05
H -2.471 0.973 0.282 0.02
H -4.176 -0.385 -0.288 -0.01
H -2.170 -1.243 0.274 0.01
B 0.709 0.441 1.889 -1.08
O 1.178 0.416 3.279 0.22
C 2.411 -0.069 3.337 -0.40
O 3.075 -0.217 4.318 0.15
C 2.842 -0.421 1.888 -0.39
O 3.887 -0.889 1.548 0.15
O 1.825 -0.114 1.088 0.18
F 0.396 1.738 1.477 0.13
F -0.448 -0.360 1.711 0.08
```

## Properties
Charge: 0
Spin multiplicity: 1
HOMO energy in eV: -9.042
Orbital gap in eV: 8.20
LUMO energy in eV: -0.85
Max |F| in hartree/bohr: 0.008



No. 2
The molecule C5H10BN in a non-equilibrium geometry. Source: the OMol25 dataset; level of theory: the ωB97M-V functional and the def2-TZVPD basis.

```
17
Properties=species:S:1:pos:R:3:lowdin_charge:R:1
N -3.095 0.735 -0.198 0.18
B -1.962 -0.029 0.009 -0.27
C -1.127 -1.311 0.122 -0.08
C -0.284 -0.094 0.746 -0.13
C 0.836 0.433 -0.097 -0.33
C 2.204 0.785 0.309 -0.17
C 2.029 -0.361 -0.594 -0.15
H -3.815 0.654 -0.875 0.07
H -3.263 1.671 0.174 0.09
H -1.366 -2.122 0.763 0.06
H -0.475 -1.928 -0.678 0.13
H -0.096 -0.127 1.759 0.06
H 0.624 1.205 -0.932 0.16
H 2.521 0.631 1.376 0.12
H 2.730 1.597 -0.132 0.08
H 2.234 -0.329 -1.582 0.05
H 2.303 -1.408 -0.171 0.14
```

## Properties
Charge: 0
Spin multiplicity: 1
HOMO energy in eV: -7.841
Orbital gap in eV: 8.33
Structure (SMILES): NB1C[C@H]1C1CC1
LUMO energy in eV: 0.49
Max |F| in hartree/bohr: 0.096
ΔE to the lowest compared entry with this formula, charge and spin in kcal per mole: 80.3



No. 3
A cluster of 2 separate species, C5H10BN in total in a non-equilibrium geometry. Source: the OMol25 dataset; level of theory: the ωB97M-V functional and the def2-TZVPD basis.

```
17
Properties=species:S:1:pos:R:3:mulliken_spin:R:1
B -0.457 -2.761 -0.452 1.86
C -1.880 1.794 0.195 0.02
C 1.450 0.335 -0.411 -0.06
C 0.813 0.365 0.851 -0.02
C -0.834 1.514 -0.627 0.01
C -0.028 0.254 -0.379 0.06
N -1.433 -2.766 0.443 0.00
H -2.395 2.757 0.259 0.00
H -2.114 1.097 0.962 -0.01
H 1.892 1.271 -0.698 0.00
H 1.935 -0.546 -0.724 0.00
H 0.852 -0.414 1.611 0.00
H 0.544 1.280 1.315 0.00
H -0.494 2.199 -1.402 0.00
H -0.454 -0.737 -0.734 0.04
H -1.494 -1.982 1.024 0.03
H -2.120 -3.600 0.535 0.05
```

## Properties
Charge: 0
Spin multiplicity: 3
HOMO energy (alpha / beta) in eV: -5.919 / -9.400
Orbital gap (alpha / beta) in eV: 6.80 / 8.29
LUMO energy (alpha / beta) in eV: 0.88 / -1.11
Max |F| in hartree/bohr: 0.075
ΔE to the lowest compared entry with this formula, charge and spin in kcal per mole: 25.0



No. 4
The molecule C5H10BNO2 in a non-equilibrium geometry. Source: the OMol25 dataset; level of theory: the ωB97M-V functional and the def2-TZVPD basis.

```
19
Properties=species:S:1:pos:R:3:lowdin_charge:R:1
B 1.331 -0.586 2.726 -0.36
C 0.095 -0.563 1.698 -0.09
C -0.387 -1.278 -0.580 -0.10
C -1.008 0.952 0.101 -0.09
C 0.311 -0.725 -1.868 -0.20
C -0.158 1.406 -1.039 -0.17
N -0.347 -0.320 0.473 -0.06
O 0.823 -1.677 1.935 0.05
O -0.140 0.536 -2.181 -0.10
H 2.394 -0.154 2.629 0.02
H 1.065 -0.605 3.914 0.04
H -1.420 -1.448 -0.870 0.13
H 0.018 -2.182 -0.169 0.12
H -1.044 1.682 0.864 0.12
H -2.022 0.800 -0.254 0.13
H 1.358 -0.905 -1.882 0.11
H -0.084 -1.430 -2.676 0.15
H -0.323 2.385 -1.332 0.10
H 0.935 1.477 -0.592 0.17
```

## Properties
Charge: 0
Spin multiplicity: 1
HOMO energy in eV: -9.442
Orbital gap in eV: 9.86
LUMO energy in eV: 0.42
Max |F| in hartree/bohr: 0.075
ΔE to the lowest compared entry with this formula, charge and spin in kcal per mole: 87.2



No. 5
A cluster of 2 separate species, C5H10BrCl3NO4P2 in total in a non-equilibrium geometry. Source: the OMol25 dataset; level of theory: the ωB97M-V functional and the def2-TZVPD basis.

```
26
Properties=species:S:1:pos:R:3:lowdin_charge:R:1
C 0.661 1.739 1.301 -0.27
P -0.118 -0.017 1.102 0.22
O -1.020 0.300 2.591 -0.41
C 0.859 -0.376 -0.517 -0.37
C 2.306 -1.019 -0.293 -0.74
O 2.550 -2.114 -0.898 -0.10
Cl 3.571 -0.197 0.750 0.54
N -1.402 0.720 0.074 -0.06
C -2.608 0.423 0.505 -0.31
O -3.745 -0.126 0.512 0.01
P -1.020 -2.026 1.055 0.47
O -2.167 -2.251 2.331 -0.46
Br 0.652 -3.528 1.580 0.16
H -0.206 2.411 1.685 0.04
H 0.996 2.206 0.305 0.02
H 1.518 1.778 2.062 0.03
H 0.980 -0.524 1.913 -0.04
H -0.310 0.390 3.279 0.05
H 0.188 -1.083 -1.151 0.05
H 1.000 0.570 -1.156 -0.03
H -1.679 -2.331 3.190 0.03
C -0.293 1.080 -4.139 -0.99
Cl 0.006 -0.662 -4.133 0.53
Cl 0.635 1.893 -2.874 0.57
H -0.001 1.485 -5.107 0.02
H -1.354 1.257 -3.969 0.03
```

## Properties
Charge: -1
Spin multiplicity: 1
HOMO energy in eV: -4.159
Orbital gap in eV: 6.78
LUMO energy in eV: 2.62
Max |F| in hartree/bohr: 0.145



No. 6
A cluster of 2 separate species, C5H10BrClN3 in total in a non-equilibrium geometry. Source: the OMol25 dataset; level of theory: the ωB97M-V functional and the def2-TZVPD basis.

```
20
Properties=species:S:1:pos:R:3:lowdin_charge:R:1
C -2.923 1.342 1.680 -0.27
C -0.468 -0.556 -0.285 -0.54
C 2.393 -1.218 -1.999 -0.06
C -2.254 1.199 0.388 -0.70
C 2.284 -1.324 -0.549 -0.14
N -2.508 0.729 2.657 0.12
N -1.229 0.130 0.546 -0.19
N 2.878 -0.338 0.010 0.20
Cl -1.403 2.649 -0.248 0.63
Br -1.024 -0.207 -2.020 0.73
H -3.834 1.985 1.694 0.14
H 2.233 -0.194 -2.187 0.07
H 1.591 -1.847 -2.383 0.08
H 3.346 -1.491 -2.574 0.15
H -2.957 0.788 -0.313 0.08
H 1.953 -2.150 -0.014 0.12
H -3.086 0.734 3.508 0.10
H 2.877 -0.298 1.096 0.21
H -1.162 -0.294 1.526 0.13
H 3.295 0.361 -0.532 0.12
```

## Properties
Charge: +1
Spin multiplicity: 1
HOMO energy in eV: -12.349
Orbital gap in eV: 8.11
LUMO energy in eV: -4.24
Max |F| in hartree/bohr: 0.113
ΔE to the lowest compared entry with this formula, charge and spin in kcal per mole: 19.9



No. 7
The ion C5H10BrN2 with charge +1 in a non-equilibrium geometry. Source: the OMol25 dataset; level of theory: the ωB97M-V functional and the def2-TZVPD basis.

```
18
Properties=species:S:1:pos:R:3:lowdin_charge:R:1
H 0.518 1.326 1.198 0.05
N 1.305 0.726 1.114 0.19
C 1.102 -0.375 0.664 -0.46
C 2.125 -1.440 0.823 -0.01
C -0.145 -0.682 -0.150 -0.12
N -1.115 0.362 -0.348 -0.19
C -0.803 1.192 -1.459 -0.02
C -2.167 0.672 0.366 -0.50
Br -2.578 -0.280 1.838 1.00
H 1.679 -2.392 1.157 0.10
H 2.985 -1.092 1.419 0.11
H 2.453 -1.423 -0.244 0.11
H 0.211 -0.938 -1.143 0.15
H -0.518 -1.616 0.138 0.11
H -1.394 2.144 -1.467 0.13
H 0.157 1.547 -1.607 0.09
H -1.039 0.672 -2.428 0.14
H -2.778 1.598 0.131 0.14
```

## Properties
Charge: +1
Spin multiplicity: 1
HOMO energy in eV: -13.457
Orbital gap in eV: 8.14
Structure (SMILES): [H]/N=C(/C)C/[N+](C)=C\Br
LUMO energy in eV: -5.32
Max |F| in hartree/bohr: 0.092
ΔE to the lowest compared entry with this formula, charge and spin in kcal per mole: 63.3



No. 8
The molecule C5H10Cl2Si in a non-equilibrium geometry. Source: the OMol25 dataset; level of theory: the ωB97M-V functional and the def2-TZVPD basis.

```
18
Properties=species:S:1:pos:R:3:lowdin_charge:R:1
C 2.026 0.053 0.932 -0.07
C 0.684 -0.445 0.346 -0.49
C 0.489 0.228 -1.011 -0.32
C -0.815 -0.202 -1.659 -0.24
Si -1.969 0.037 0.000 -0.12
Cl -3.123 1.753 0.164 0.28
Cl -3.225 -1.607 0.100 0.27
C -0.502 0.016 1.177 -0.29
H 1.890 1.157 1.002 0.08
H 2.964 -0.234 0.426 0.08
H 1.926 -0.394 1.945 0.08
H 0.682 -1.472 0.000 0.14
H 1.300 -0.163 -1.699 0.13
H 0.683 1.323 -0.867 0.13
H -1.161 0.659 -2.280 0.06
H -0.887 -1.029 -2.350 0.07
H -0.709 -0.688 2.001 0.08
H -0.253 1.007 1.771 0.13
```

## Properties
Charge: 0
Spin multiplicity: 1
HOMO energy in eV: -9.880
Orbital gap in eV: 10.63
Structure (SMILES): C[C@@H]1CC[Si](Cl)(Cl)C1
LUMO energy in eV: 0.75
Max |F| in hartree/bohr: 0.087
ΔE to the lowest compared entry with this formula, charge and spin in kcal per mole: 27.3



No. 9
The molecule C5H10ClN in a non-equilibrium geometry. Source: the OMol25 dataset; level of theory: the ωB97M-V functional and the def2-TZVPD basis.

```
17
Properties=species:S:1:pos:R:3:lowdin_charge:R:1
Cl -3.067 -0.002 -0.283 0.42
C -1.371 0.253 0.533 -0.53
C -0.190 -0.480 -0.043 -0.26
C 1.134 -0.205 0.466 -0.48
C 1.770 1.060 0.086 -0.16
C 2.903 0.216 -0.515 -0.21
N 2.202 -0.980 -0.030 0.01
H -1.311 1.430 0.725 0.11
H -1.471 -0.131 1.655 0.11
H -0.075 -0.386 -1.067 0.10
H -0.414 -1.499 0.301 0.13
H 1.219 -0.131 1.583 0.16
H 2.213 1.982 0.646 0.14
H 1.197 1.663 -0.753 0.14
H 4.070 0.383 -0.061 0.15
H 3.152 0.173 -1.619 0.10
H 2.676 -1.638 0.457 0.07
```

## Properties
Charge: 0
Spin multiplicity: 1
HOMO energy in eV: -8.793
Orbital gap in eV: 9.72
Structure (SMILES): ClCC[C@@H]1CCN1
LUMO energy in eV: 0.92
Max |F| in hartree/bohr: 0.139
ΔE to the lowest compared entry with this formula, charge and spin in kcal per mole: 71.2



No. 10
The ion C5H10ClN2 with charge +1 in a non-equilibrium geometry. Source: the OMol25 dataset; level of theory: the ωB97M-V functional and the def2-TZVPD basis.

```
18
Properties=species:S:1:pos:R:3:lowdin_charge:R:1
C 0.918 -0.986 -1.978 -0.11
C 1.156 -0.544 -0.515 -0.24
C -0.114 -0.368 0.337 -0.67
Cl -0.816 -2.110 0.738 0.62
C 0.016 0.333 1.671 -0.13
N -0.784 1.576 1.543 0.09
C -1.463 1.518 0.433 -0.05
N -1.212 0.414 -0.289 0.11
H 0.066 -1.781 -2.030 0.10
H 1.840 -1.544 -2.321 0.10
H 0.848 -0.216 -2.673 0.04
H 1.821 0.345 -0.623 0.13
H 1.718 -1.405 0.005 0.14
H -0.391 -0.277 2.465 0.10
H 1.131 0.596 1.931 0.18
H -1.203 2.187 2.344 0.23
H -2.013 2.317 0.146 0.14
H -1.518 -0.056 -1.186 0.20
```

## Properties
Charge: +1
Spin multiplicity: 1
HOMO energy in eV: -14.803
Orbital gap in eV: 10.80
Structure (SMILES): CC[C@@]1(Cl)CNC=[NH+]1
LUMO energy in eV: -4.00
Max |F| in hartree/bohr: 0.078
ΔE to the lowest compared entry with this formula, charge and spin in kcal per mole: 30.9



Which formula does entry 3 have? C5H10BN



spin multiplicity of number 5 (C5H10BrCl3NO4P2)? 1